ORCA calculation (ωB97M-V/def2-TZVPD) on 3 unconnected molecules or ions with the total composition C23H57BrClN7O8P3 at a distorted geometry.

Values from the calculation:
* largest force on an atom: 0.10596 Eh/bohr
* orbital gap: 0.2714 hartree
* total charge: +1
* DFT total energy: -162009.242 eV
* multiplicity: 1
* HOMO energy: -9.961 eV

Last column: Löwdin charge in e.
Element x y z (Å)
C1 0.4339 4.7883 0.1599  -0.1193
C2 -0.0252 4.8506 -1.3002  -0.2760
C3 0.2421 3.5934 -2.1262  -0.5989
Br1 2.0897 3.0178 -1.8745  0.8691
C4 -0.6663 2.4329 -1.7240  -0.3648
C5 -2.0638 2.6026 -2.2948  -0.0897
N1 -2.9596 1.4414 -1.9718  -0.3123
C6 -3.3644 1.3804 -0.5093  -0.1695
O1 -3.0466 2.5770 0.1303  -0.1168
O2 -4.2516 2.9981 0.7960  0.0258
P1 -4.4624 1.4922 -3.1089  0.6472
O3 -5.3565 2.6665 -2.4687  -0.2821
Cl1 -5.4215 -0.1832 -2.5761  0.4278
C7 -2.2617 0.1339 -2.3067  -0.1213
C8 -0.8353 0.1038 -1.7620  -0.2718
C9 -0.0595 -1.1097 -2.2932  -0.0763
O4 0.0317 -2.1758 -1.3578  -0.0344
C10 1.0315 -2.0071 -0.4268  -0.5059
C11 2.0378 -3.1137 -0.3584  0.0370
O5 1.0585 -1.0448 0.2899  0.1328
O6 -0.1530 1.2329 -2.2723  -0.1180
H1 0.0543 3.9083 0.6790  0.0671
H2 0.0544 5.6785 0.6638  0.0790
H3 1.5162 4.8423 0.2392  0.0536
H4 0.4937 5.6885 -1.7667  0.1165
H5 -1.0905 5.1020 -1.3401  0.1053
H6 0.1746 3.7883 -3.1949  0.1022
H7 -0.6412 2.3305 -0.6335  0.1483
H8 -2.5473 3.5412 -2.0394  0.1283
H9 -1.9596 2.5871 -3.3838  0.1434
H10 -2.8830 0.5449 -0.0024  0.1442
H11 -4.4379 1.2018 -0.4356  0.1110
H12 -3.9451 3.7641 1.3036  0.1252
H13 -4.9137 3.2744 -1.8585  0.0688
H14 -2.8376 -0.6934 -1.8891  0.0964
H15 -2.2389 0.0385 -3.3942  0.1339
H16 -0.8411 0.1174 -0.6694  0.1494
H17 -0.5187 -1.4629 -3.2156  0.1423
H18 0.9434 -0.7516 -2.5312  0.1506
H19 2.7296 -2.8811 0.4463  0.0925
H20 2.6072 -3.1560 -1.2870  0.0987
H21 1.5735 -4.0746 -0.1433  0.0952
O7 -4.5677 -3.0912 -1.5955  -0.3263
P2 -4.3098 -4.4908 -1.1772  0.6490
N2 -5.8224 -5.0768 -0.6990  -0.3073
C12 -6.0935 -6.1261 0.2674  -0.1229
C13 -6.7593 -5.1459 -1.8188  -0.1251
N3 -3.2644 -4.2336 0.2129  -0.2842
C14 -3.6910 -4.5534 1.5706  -0.1379
C15 -2.6852 -2.8945 0.2445  -0.1545
N4 -3.5600 -5.9220 -1.7239  -0.3029
C16 -2.8456 -6.7980 -0.8106  -0.1218
C17 -2.7069 -5.6363 -2.8980  -0.1220
H22 -5.9112 -7.1354 -0.1278  0.0884
H23 -7.1468 -6.0720 0.5488  0.0888
H24 -5.5379 -5.9983 1.1847  0.0410
H25 -6.5189 -5.9671 -2.5082  0.0849
H26 -6.7510 -4.2117 -2.3804  0.0691
H27 -7.7733 -5.2934 -1.4483  0.0841
H28 -4.6193 -4.0416 1.8562  0.0934
H29 -2.9100 -4.2540 2.2721  0.0852
H30 -3.8124 -5.6229 1.7274  0.0592
H31 -3.3930 -2.1390 0.6226  0.0841
H32 -2.3524 -2.5875 -0.7425  0.0416
H33 -1.8097 -2.8972 0.8980  0.0862
H34 -1.9636 -6.3299 -0.3645  0.0838
H35 -2.5218 -7.6656 -1.3876  0.0905
H36 -3.4903 -7.1848 -0.0237  0.0694
H37 -1.8379 -5.0177 -2.6330  0.0789
H38 -3.2775 -5.1065 -3.6631  0.0775
H39 -2.3438 -6.5617 -3.3431  0.0828
O8 6.2752 3.8512 0.3979  -0.2697
P3 6.0382 3.1507 1.6775  0.6407
N5 4.4270 2.6095 1.5556  -0.2992
C18 3.4968 2.3581 2.6372  -0.1297
C19 4.2644 1.6286 0.4922  -0.1730
N6 6.1909 4.4596 2.8261  -0.2988
C20 5.0514 4.9519 3.5864  -0.1489
C21 6.8841 5.6247 2.2660  -0.1429
N7 6.6923 1.9300 2.6811  -0.3092
C22 6.6232 2.0231 4.1282  -0.1302
C23 8.0825 1.6294 2.2757  -0.1256
H40 3.6892 1.4119 3.1656  0.0855
H41 2.4877 2.2964 2.2198  0.0779
H42 3.4709 3.1662 3.3555  0.0412
H43 4.7016 0.6525 0.7543  0.0834
H44 4.7393 1.9806 -0.4248  0.0611
H45 3.2068 1.4811 0.2761  0.0263
H46 4.2188 5.2749 2.9458  0.0871
H47 5.3642 5.8073 4.1879  0.0834
H48 4.6830 4.2224 4.3065  0.0556
H49 6.2317 6.2384 1.6343  0.0838
H50 7.7425 5.3277 1.6704  0.0710
H51 7.2490 6.2447 3.0877  0.0816
H52 7.1864 2.8688 4.5331  0.0863
H53 7.0472 1.1014 4.5309  0.0872
H54 5.5968 2.0636 4.4895  0.0652
H55 8.7592 2.4706 2.4759  0.0855
H56 8.1285 1.4084 1.2080  0.0776
H57 8.4576 0.7556 2.8081  0.0792

Forces on the atoms, in the same order (eV/Å):
C -0.3117 0.4075 -0.1358
C 0.3112 0.1524 0.0996
C 0.1007 -0.0725 0.2518
Br 0.0067 0.1906 -0.1037
C 0.4738 -0.3114 -0.0729
C -0.0840 0.2208 -0.6950
N -0.2276 -0.7556 1.1575
C -0.3191 -0.0270 0.5808
O 0.1008 0.1940 0.0779
O -0.3544 0.0038 -0.2598
P 0.0123 0.4650 -1.6108
O 0.5380 -0.2413 0.4958
Cl -0.0300 -0.0396 0.4453
C 0.2798 -0.2673 0.0918
C -0.1790 0.3232 -0.6015
C -0.0368 0.5069 0.4293
O 0.3122 -0.4614 -0.5525
C -0.0478 0.1158 0.6573
C 0.0922 0.1124 0.2177
O -0.0371 0.1218 -0.3250
O -0.0582 0.0444 0.1108
H 0.1075 -0.0112 0.0932
H -0.0879 -0.0880 0.1144
H 0.0368 -0.2728 -0.0138
H -0.0368 -0.0355 -0.1418
H -0.0366 -0.1115 -0.0655
H -0.1633 0.0006 -0.0069
H -0.2455 0.1591 0.0306
H -0.0416 -0.0887 0.2837
H -0.0108 -0.0446 -0.0076
H 0.3248 -0.0099 -0.2811
H -0.0110 0.0747 -0.1166
H 0.2223 -0.0396 0.0114
H -0.2761 0.0877 0.1267
H -0.1954 0.0890 -0.0722
H -0.0403 0.0898 -0.0228
H 0.2022 -0.0923 0.0217
H 0.0151 -0.3835 0.1194
H -0.0280 0.0870 -0.0658
H -0.0173 0.0212 0.0339
H -0.1803 -0.1808 -0.1104
H -0.1003 -0.0295 -0.2736
O 0.6747 -0.5552 -2.7609
P -0.4061 -0.8018 5.3743
N -0.1222 0.4289 0.1933
C 0.0574 -0.3874 -0.1205
C 0.0610 0.1775 -0.3128
N -0.4602 0.2254 0.0631
C 0.0864 -0.3076 0.1438
C 0.0016 0.1858 -0.1406
N 0.3210 1.2764 -2.6356
C -0.0611 -0.2057 0.3645
C -0.0600 0.1140 -0.1160
H 0.0124 0.0185 -0.0048
H -0.0282 0.0249 -0.1205
H 0.0491 -0.0336 -0.0595
H -0.0706 -0.0434 0.0523
H 0.0593 -0.0066 0.0161
H 0.0392 -0.0238 0.0972
H 0.0177 -0.0132 0.0231
H 0.0197 0.1217 -0.0783
H 0.0196 -0.0075 -0.0926
H 0.0103 -0.0114 -0.0209
H 0.0062 -0.0610 0.0220
H -0.0240 -0.0723 0.0355
H -0.0682 0.0772 0.0178
H -0.0550 0.0320 -0.0705
H -0.0485 0.1845 0.0638
H 0.0562 -0.0887 -0.0065
H -0.0136 -0.0040 0.0436
H -0.0602 -0.0625 0.0737
O 1.8346 -2.0960 -0.7618
P -3.2369 2.6405 3.1496
N -0.2321 0.4515 -0.1283
C 0.0643 -0.3081 0.2030
C 0.2782 -0.1269 -0.2618
N -0.3818 0.1099 -0.2548
C -0.0525 -0.1425 0.3136
C 0.1852 0.0300 -0.1243
N 1.8208 -0.6955 -2.1257
C -0.2672 0.0881 0.2957
C 0.0448 -0.0016 -0.1641
H 0.0006 0.0147 -0.0001
H 0.0459 -0.0763 -0.0959
H 0.0796 -0.0591 0.0159
H -0.0724 -0.0023 0.0274
H 0.0638 0.0220 0.0579
H -0.0312 0.0025 0.1323
H -0.0025 0.0188 0.0329
H 0.0756 0.0513 -0.1143
H 0.0556 -0.0579 -0.0494
H 0.0197 -0.0247 -0.0374
H -0.0320 -0.0185 -0.0239
H -0.0608 -0.0574 0.0715
H -0.0558 0.0486 -0.0661
H 0.0071 -0.0296 -0.0881
H -0.0409 0.1681 -0.1069
H 0.0331 -0.0629 0.0701
H -0.0326 0.0409 0.0176
H -0.1034 -0.0129 0.0564

***

ORCA calculation (ωB97M-V/def2-TZVPD) on a molecular structure, C23H57N3O2 at a distorted geometry.

Values from the calculation:
* largest force on an atom: 0.13794 Eh/bohr
* orbital gap: 0.3180 hartree
* total charge: 0
* DFT total energy: -33328.847 eV
* relative energy (zero: lowest compared OMol25 entry of this formula, charge and spin): 7.435 eV
* multiplicity: 1
* HOMO energy: -7.872 eV

Last column: Löwdin charge in e.
Element x y z (Å)
C1 2.2101 -2.1822 4.7398  -0.0789
C2 2.9195 -1.0094 4.0623  -0.2432
N1 2.6948 -1.0134 2.6113  -0.1243
C3 1.3464 -0.6388 2.0794  -0.2281
C4 0.8584 0.6968 2.6983  -0.0399
C5 3.1926 -2.2282 1.9497  -0.3150
C6 4.6613 -2.5935 2.1480  -0.0576
H1 2.3153 -2.0544 5.8171  0.0730
H2 2.7190 -3.1068 4.4677  0.0631
H3 1.1588 -2.2969 4.4756  0.0640
H4 2.5650 -0.1243 4.5905  0.0989
H5 3.9810 -0.9733 4.3072  0.1067
H6 1.5274 -0.5058 1.0128  0.0483
H7 0.6401 -1.4401 2.2963  0.0735
H8 0.6165 0.5811 3.7548  0.0888
H9 1.6144 1.4817 2.6762  0.0381
H10 -0.0667 1.0926 2.2793  0.0833
H11 3.0395 -2.1135 0.8766  0.0151
H12 2.5757 -3.1097 2.1241  0.0953
H13 5.2831 -1.7405 1.8762  0.0809
H14 4.9907 -3.5094 1.6574  0.0771
H15 4.7746 -2.7576 3.2196  0.0563
C7 -2.1617 0.9892 -1.8403  -0.0612
C8 -2.7447 2.4314 -1.6758  -0.2533
N2 -2.5094 3.1454 -2.8965  -0.1851
C9 -3.0728 2.5523 -4.0906  -0.2429
C10 -4.6321 2.4598 -4.1385  -0.0702
C11 -2.7793 4.5640 -2.6998  -0.2570
C12 -1.8144 5.4114 -1.8998  -0.0954
H16 -1.8134 0.5279 -0.9162  0.0240
H17 -1.3755 0.9409 -2.5937  0.0894
H18 -2.9653 0.3703 -2.2395  0.0806
H19 -3.7853 2.4345 -1.3511  0.1178
H20 -2.1723 2.9696 -0.9203  0.0538
H21 -2.7145 3.1779 -4.9081  0.1095
H22 -2.6730 1.5487 -4.2361  0.0963
H23 -4.9763 3.4939 -4.1578  0.0609
H24 -4.9663 1.9034 -5.0142  0.0668
H25 -5.0264 1.9676 -3.2494  0.0603
H26 -3.7364 4.7349 -2.2069  0.1110
H27 -2.9152 5.0156 -3.6824  0.1134
H28 -0.8007 5.3200 -2.2899  0.0785
H29 -1.8657 5.2031 -0.8312  0.0697
H30 -2.0044 6.4674 -2.0917  0.0769
C13 -1.7903 -3.3480 -2.0396  -0.0611
C14 -0.3035 -3.2536 -1.5819  -0.2070
N3 -0.1028 -2.8860 -0.1593  -0.1819
C15 1.2955 -3.1206 0.2503  -0.1868
C16 2.3013 -2.3166 -0.6209  -0.0585
C17 -1.0436 -3.5919 0.7218  -0.1679
C18 -0.9207 -3.2080 2.2198  -0.0671
H31 -1.7560 -3.3974 -3.1279  0.0820
H32 -2.3926 -2.5004 -1.7125  0.0739
H33 -2.3315 -4.1816 -1.5921  0.0657
H34 0.1774 -4.2130 -1.7728  0.1286
H35 0.0728 -2.4763 -2.2470  0.1232
H36 1.3848 -2.7455 1.2698  0.0380
H37 1.5718 -4.1743 0.2901  0.1378
H38 2.1187 -1.2443 -0.5508  0.0871
H39 3.3598 -2.4840 -0.4217  0.0875
H40 2.2278 -2.5832 -1.6753  0.0864
H41 -0.9483 -4.6679 0.5760  0.1250
H42 -2.0688 -3.3061 0.4866  0.1193
H43 -1.0962 -2.1701 2.5026  0.0732
H44 0.0127 -3.5113 2.6939  0.0615
H45 -1.6646 -3.7566 2.7975  0.0778
C19 -0.5412 -0.1743 0.1896  -0.1603
O1 -0.8408 -1.0439 -0.8961  -0.1744
H46 -1.3176 0.0051 0.9333  0.1154
H47 0.4083 -0.4941 0.6188  0.0067
H48 -0.3439 0.8108 -0.2331  0.0479
H49 -0.4732 -1.9136 -0.7229  -0.1861
C20 0.9848 2.5825 -1.2010  -0.1155
C21 1.8923 1.9194 -0.1425  -0.1298
C22 1.5139 2.7098 1.0945  -0.1824
O2 0.0831 2.7633 0.9284  -0.1680
C23 -0.2974 3.0530 -0.4355  -0.1806
H50 0.6978 2.0096 -2.0828  0.1045
H51 1.4901 3.4413 -1.6430  0.1035
H52 2.9610 2.0427 -0.3184  0.1192
H53 1.6196 0.8699 -0.0321  0.0708
H54 1.8897 3.7327 1.1188  0.1321
H55 1.7193 2.1290 1.9938  0.0251
H56 -0.4443 4.1121 -0.6472  0.0787
H57 -1.2175 2.4983 -0.6196  0.0375

Forces on the atoms, in the same order (eV/Å):
C 0.9268 -0.2526 0.3524
C -1.1674 -0.2479 0.0096
N 0.8422 0.4519 0.1304
C 2.5903 0.7864 2.6238
C -0.5624 -1.9203 1.6277
C 0.6416 0.2427 -0.3274
C -0.4810 0.7727 1.2004
H -0.2356 -0.2068 0.1225
H -0.1090 -0.2079 0.0879
H -0.0223 0.2965 -0.0063
H -0.2879 0.4420 -0.7281
H 0.1489 -0.4632 -0.3079
H 1.0959 -0.4049 1.3362
H -0.1262 0.3744 -0.3107
H 0.0120 -0.4668 0.2057
H -0.6268 -3.1889 2.5580
H 0.3989 -0.1139 -0.3180
H 0.7354 0.8172 2.3960
H 0.4674 -0.3232 1.1248
H 0.1934 -0.1106 -0.0979
H -0.2732 0.1286 -0.2707
H 0.5095 -0.1148 0.0960
C -1.6811 0.7555 0.2068
C 0.2658 -1.1702 -0.5787
N 0.3702 0.9889 0.4097
C -0.7775 -0.0182 -0.2015
C 1.0728 0.4549 0.2309
C -0.9072 0.3001 -0.8215
C 0.6282 0.2120 -0.5771
H -1.1732 0.8615 -1.1461
H 0.2111 0.2580 0.3040
H -0.0421 -0.2691 0.0638
H -0.4876 -0.1914 -0.0760
H -2.5796 0.3199 -0.7924
H -0.1175 -0.1373 -0.2777
H 0.2145 0.1102 0.0834
H -0.5156 -0.1337 -0.1132
H -0.0091 0.1841 -0.0511
H 0.0107 -0.0020 0.0093
H -0.6231 -0.2551 0.0935
H 0.2029 0.0451 -0.1952
H 0.2273 -0.4208 0.2739
H 0.0316 0.2869 -0.1861
H -0.5512 0.0503 0.2580
C 0.1843 -0.1563 0.7880
C -1.2438 -1.9740 -1.1637
N 2.5559 -6.4451 1.4962
C -0.2667 1.0688 -0.4377
C -0.7740 -0.7047 -1.9822
C -0.1030 0.9968 0.9640
C 0.0403 -0.8114 0.3355
H -0.3338 -0.1655 0.0790
H 0.4374 0.3366 -0.3506
H 0.2761 -0.4927 -0.4097
H 0.1700 -0.1189 -0.1928
H 0.6369 -0.2326 0.3818
H -0.8208 -0.4960 -1.0596
H -0.0860 -0.4038 -0.2370
H 0.0062 -0.0713 -0.1559
H -0.2775 -0.3827 -0.4124
H -0.3903 -0.0018 -0.1633
H 0.0150 -0.2659 0.1979
H 0.1303 -0.0149 -0.5065
H -0.0482 0.0861 -0.6503
H 0.2327 0.0047 -0.2144
H -0.2479 -0.2143 -0.2344
C 0.8931 -0.4085 -1.6424
O -2.5182 6.2454 -1.3028
H -0.3695 -0.5383 0.1941
H -2.6855 0.1570 -0.9087
H 0.0747 -0.4440 0.3730
H -0.0054 2.1675 1.5520
C -0.3635 0.2449 -0.7924
C 0.2343 0.7876 -0.5532
C -1.0577 0.7060 -1.7939
O -0.5908 0.9642 1.0764
C 3.2392 -0.7677 1.0001
H 0.1817 -0.5659 0.2046
H 0.1033 0.2379 0.2190
H 0.0104 -0.2528 -0.4202
H 0.4291 0.4316 -0.0205
H 0.4062 0.0660 -0.1344
H 0.5715 3.4663 -2.8966
H 0.0938 -0.2942 0.6087
H 2.8192 -0.2642 0.7442